No. 1
The following is a quantum chemistry calculation of a 4-piece molecular cluster, C21H51BrN3O7Si overall in a non-equilibrium geometry, from the OMol25 dataset.

Output
- F_max (eV Å⁻¹) = 2.90
- spin multiplicity = 1
- charge = +1
- total energy (eV) = -119317.285

Positions of all 84 atoms, in Å:
C -2.726773 1.455797 -0.496284
Si -3.683606 2.607495 0.693205
C -5.566606 2.557913 0.258212
C -3.168011 4.438089 0.574464
C -3.426139 1.902271 2.491895
N -4.288100 0.649795 2.576142
C -3.554237 -0.295315 3.319106
N -3.490819 -1.584538 3.079273
C -4.188530 -2.178662 1.914155
C -5.729457 -2.446650 2.122622
C -6.610779 -2.263157 0.825251
Br -5.677864 -2.665565 -0.869397
N -2.845395 0.188843 4.487119
C -1.832068 1.197089 4.036553
O -2.053824 1.488934 2.656885
H -1.621014 1.671547 -0.534736
H -3.161230 1.414251 -1.531031
H -2.800492 0.392366 -0.099034
H -6.039226 3.572604 0.285790
H -6.052031 1.965888 1.098364
H -5.781400 1.981101 -0.676341
H -3.842528 5.005783 1.287865
H -2.111333 4.595204 0.909536
H -3.367731 4.883518 -0.438180
H -3.714284 2.672468 3.254414
H -4.416523 0.378178 1.597543
H -2.947783 -2.190156 3.689956
H -3.954676 -1.512898 1.033198
H -3.670613 -3.154210 1.704464
H -5.870106 -3.498196 2.492622
H -6.120748 -1.737136 2.897668
H -7.076730 -1.249953 0.779903
H -7.452490 -3.007851 0.899640
H -2.363525 -0.598433 4.930685
H -0.822312 0.714084 4.115288
H -1.894263 2.164348 4.599062
C -0.861579 -3.063387 0.279676
O -0.552563 -3.087945 1.668032
C 0.775582 -3.541696 1.924333
C 1.718862 -2.377073 2.179285
O 1.865878 -1.561882 1.023029
C 1.055495 -0.394792 1.071402
H -1.748710 -2.441660 0.142955
H -0.051502 -2.643337 -0.319871
H -1.086786 -4.076999 -0.066996
H 1.133486 -4.168198 1.101459
H 0.733463 -4.164921 2.822655
H 2.708837 -2.775358 2.418581
H 1.382455 -1.779285 3.033339
H 1.521971 0.351676 1.720710
H 0.044168 -0.610974 1.429785
H 0.985423 0.012878 0.062970
C 1.081874 2.762511 -1.633775
O 2.141081 2.351297 -0.785615
C 3.267269 1.862649 -1.514220
C 4.355859 2.915947 -1.636668
O 3.924163 4.026817 -2.416412
C 3.511350 5.126651 -1.619325
H 0.399361 3.381743 -1.047759
H 1.438095 3.349070 -2.483330
H 0.534497 1.884677 -1.997453
H 2.958648 1.497253 -2.499115
H 3.663173 1.010818 -0.953109
H 5.210451 2.473976 -2.156413
H 4.696560 3.244866 -0.649709
H 4.388443 5.663393 -1.246650
H 2.890513 4.812819 -0.776280
H 2.927623 5.799757 -2.248044
C 6.922437 -3.213764 -2.678529
O 5.761126 -3.642120 -3.374285
C 4.559820 -3.153525 -2.789648
C 4.026093 -1.940781 -3.535695
O 4.910152 -0.829874 -3.431246
C 5.728264 -0.674160 -4.583000
H 7.783226 -3.368170 -3.330111
H 6.875768 -2.155538 -2.411247
H 7.056000 -3.815707 -1.773627
H 4.712015 -2.928024 -1.728503
H 3.822882 -3.960151 -2.856567
H 3.078808 -1.638601 -3.077412
H 3.829407 -2.181166 -4.585189
H 5.151421 -0.206149 -5.385935
H 6.131534 -1.627569 -4.931650
H 6.560850 -0.020839 -4.320696

Atoms 1-2, force components in eV/Å:
C 0.27 -0.97 0.35
Si -0.21 1.07 -1.62

These are the Mulliken partial charges, in e, on atoms 1 to 5: number 1, C, carries 0.01; number 2, Si, carries 0.22; number 3, C, carries -1.09; number 4, C, carries -1.05; number 5, C, carries 0.05

---

No. 2
The following is a quantum chemistry calculation of a 3-piece molecular cluster, C21H51Cl2FN8O6P2S overall in a non-equilibrium geometry, from the OMol25 dataset.

Output
- F_max (eV Å⁻¹) = 9.89
- spin multiplicity = 1
- total energy (eV) = -103973.327
- SMILES = C[C@@H](Cl)[C@@H](Cl)[C@]1(CC(=O)F)OS(=O)(=O)C[C@H](N)[C@@H]1N.CN(C)P(=O)(N(C)C)N(C)C.CN(C)P(=O)(N(C)C)N(C)C

Positions of all 92 atoms, in Å:
C -3.146117 4.998546 -1.629238
C -2.190853 5.314400 -0.293397
Cl -2.738646 4.135283 1.019323
C -0.647185 5.170892 -0.793863
Cl -0.174302 6.860032 -1.501661
C 0.468397 4.845557 0.354100
C 0.276782 5.643948 1.776159
C 1.409289 6.874009 1.842666
O 1.300199 8.031814 1.186991
F 2.629310 6.732094 2.722369
O 1.768805 5.357626 -0.196288
S 2.503335 4.221591 -1.222738
O 3.907047 4.832722 -1.611183
O 1.778501 3.963848 -2.564215
C 2.937546 2.622320 -0.276486
C 2.081965 2.740692 1.148952
N 1.977536 1.297722 1.676776
C 0.565606 3.225292 0.758195
N -0.149918 2.324394 -0.241022
H -4.290374 5.129931 -1.410714
H -2.771281 5.555356 -2.595073
H -2.986725 3.834258 -1.839003
H -2.408399 6.451932 -0.013442
H -0.641797 4.449099 -1.722115
H -0.755277 6.169686 1.923475
H 0.477771 5.000096 2.736936
H 4.114123 2.557981 -0.089097
H 2.617670 1.697370 -0.929255
H 2.603782 3.416594 1.949364
H 1.170087 1.352698 2.368111
H 1.590980 0.665752 0.913436
H -0.074483 3.135088 1.762381
H -0.324462 1.369189 0.141297
H 0.316664 2.312971 -1.173007
O -1.574612 -0.047032 2.045659
P -1.981044 -1.240106 2.944893
N -2.504726 -2.167718 1.584744
C -3.601546 -3.134581 1.538335
C -1.404450 -2.672878 0.748576
N -3.360254 -0.359457 3.543314
C -4.744943 -0.778139 3.401770
C -3.330455 1.110965 3.400380
N -2.448298 -2.611720 3.978695
C -2.570795 -2.236024 5.415442
C -1.434918 -3.692255 3.999334
H -3.397482 -4.053693 2.093491
H -3.815827 -3.434658 0.506152
H -4.542440 -2.727016 1.896247
H -0.831037 -3.462108 1.241468
H -0.706748 -1.870717 0.503857
H -1.761205 -3.073630 -0.208497
H -5.091734 -0.680619 2.366644
H -5.404396 -0.169488 4.031431
H -4.905540 -1.799727 3.753942
H -3.556125 1.416678 2.370976
H -2.355806 1.518483 3.688383
H -4.058099 1.592919 4.061500
H -1.637493 -1.797130 5.786994
H -2.816731 -3.111012 6.028576
H -3.376157 -1.526115 5.613320
H -0.439217 -3.296863 4.229283
H -1.382780 -4.232140 3.056076
H -1.684651 -4.458987 4.744915
O 3.553104 -1.799295 -1.611352
P 3.164164 -2.658850 -2.839003
N 1.817429 -1.640179 -3.204142
C 0.536774 -2.036816 -3.789456
C 2.194071 -0.329085 -3.755637
N 2.591258 -3.936487 -1.802039
C 1.229850 -4.445015 -1.776303
C 3.088119 -3.944249 -0.410448
N 2.717020 -3.647036 -4.250368
C 3.359689 -4.991385 -4.240545
C 3.175845 -3.064815 -5.533105
H 0.608338 -2.328142 -4.840462
H -0.186870 -1.214949 -3.742144
H 0.054641 -2.845489 -3.248082
H 2.593022 -0.399742 -4.770760
H 2.960388 0.142698 -3.138938
H 1.347452 0.368333 -3.782255
H 0.538949 -3.724578 -1.323663
H 1.169315 -5.372834 -1.195531
H 0.875546 -4.727169 -2.770444
H 2.575631 -3.190623 0.200670
H 4.167001 -3.761086 -0.372745
H 2.938385 -4.919918 0.063339
H 4.450976 -4.903982 -4.184118
H 3.098112 -5.556184 -5.143099
H 3.031863 -5.625324 -3.414479
H 4.243238 -2.819806 -5.497354
H 2.624215 -2.166782 -5.803606
H 3.006406 -3.757226 -6.368564

Atoms 1-2, force components in eV/Å:
C 0.61 -1.56 0.25
C -0.86 1.43 -2.47

These are the Mulliken partial charges, in e, on atoms 1 to 5: number 1, C, carries -1.14; number 2, C, carries 0.00; number 3, Cl, carries -0.09; number 4, C, carries -0.37; number 5, Cl, carries -0.13

---

No. 3
The following is a quantum chemistry calculation of C21H52MgN2O7PSi as an isolated structure, from the OMol25 dataset.

Output
- F_max (eV Å⁻¹) = 0.51
- spin multiplicity = 1
- ΔE to the lowest compared entry with this formula, charge and spin (kcal per mole) = 3.02
- charge = +1
- total energy (eV) = -62549.427

Positions of all 85 atoms, in Å:
Mg -1.386283 0.441690 0.846607
C 0.573661 2.425418 1.909651
N -0.715081 1.841351 2.342939
C -1.624679 2.920509 2.749307
C -0.487792 0.920395 3.481023
C -0.026289 -0.456258 3.024447
N -1.074271 -1.165499 2.246023
C -0.464664 -2.337516 1.585667
C -2.148904 -1.638420 3.127649
H 1.004425 3.016691 2.724960
H 0.406937 3.064475 1.043960
H 1.261737 1.638033 1.608448
H -1.227925 3.467781 3.611542
H -2.599773 2.510444 3.017892
H -1.754966 3.618045 1.922919
H -1.420726 0.843180 4.042334
H 0.257605 1.341280 4.165490
H 0.256865 -1.051296 3.901136
H 0.851428 -0.368975 2.378968
H 0.005167 -2.989214 2.330023
H 0.276831 -2.020438 0.859267
H -1.243476 -2.903475 1.072911
H -1.763395 -2.365464 3.850748
H -2.927323 -2.115979 2.532999
H -2.601671 -0.811685 3.671396
C -5.099349 0.918473 3.147208
O -4.898694 0.145119 1.955300
P -4.008122 0.647262 0.716431
O -4.518985 2.090003 0.332808
C -5.880596 2.355392 -0.096782
O -4.599077 -0.263757 -0.448370
C -4.382582 -1.683860 -0.441777
H -6.028454 0.575189 3.592690
H -5.176215 1.980495 2.913058
H -4.279999 0.750271 3.847372
H -6.029020 3.424478 0.012758
H -6.588460 1.808461 0.523724
H -5.987017 2.058622 -1.136391
H -4.804410 -2.065857 -1.365885
H -4.883082 -2.139338 0.411992
H -3.311697 -1.908175 -0.422478
C 0.243676 -3.775127 -2.268648
C 0.587351 -2.338459 -2.639947
C -0.674791 -1.576174 -3.033498
C 1.606605 -2.308697 -3.773096
O 1.180363 -1.759728 -1.467486
Si 1.325873 -0.185909 -1.022594
O 0.019982 0.374271 -0.295521
O 2.470161 -0.164273 0.158373
C 3.773302 -0.741143 0.333427
C 4.215211 -1.523792 -0.895778
C 4.731023 0.406533 0.625859
C 3.676791 -1.673422 1.537400
O 1.658413 0.674204 -2.355654
C 2.273315 1.888187 -2.782120
C 2.129919 2.935780 -1.682763
C 1.528115 2.321466 -4.038863
C 3.739049 1.627302 -3.099389
H -0.186873 -4.305608 -3.118662
H -0.476887 -3.791649 -1.448200
H 1.141006 -4.304457 -1.948000
H -1.165695 -2.063986 -3.877348
H -0.441300 -0.549516 -3.316925
H -1.375279 -1.551416 -2.194393
H 1.183097 -2.741541 -4.681317
H 2.492133 -2.883502 -3.498851
H 1.906628 -1.283337 -3.982631
H 4.187270 -0.902797 -1.791365
H 3.569288 -2.384787 -1.060743
H 5.239666 -1.873047 -0.759550
H 4.745685 1.117826 -0.200409
H 5.746155 0.037069 0.775637
H 4.420040 0.935805 1.528280
H 2.965071 -2.474909 1.332965
H 3.345266 -1.118600 2.417333
H 4.644197 -2.124331 1.763974
H 1.075544 3.163595 -1.515546
H 2.643078 3.858472 -1.958219
H 2.561764 2.569277 -0.749416
H 0.465809 2.434601 -3.820582
H 1.642484 1.571224 -4.822252
H 1.912030 3.271890 -4.411271
H 4.304224 1.391078 -2.198194
H 4.188737 2.509765 -3.556814
H 3.830823 0.794013 -3.797165

Atoms 1-2, force components in eV/Å:
Mg 0.14 0.12 0.10
C -0.02 -0.02 -0.06

These are the Mulliken partial charges, in e, on atoms 1 to 5: number 1, Mg, carries 1.61; number 2, C, carries -1.34; number 3, N, carries 0.31; number 4, C, carries -1.08; number 5, C, carries -1.33

---

No. 4
The following is a quantum chemistry calculation of a 6-piece molecular cluster, C21H52O10 overall in a non-equilibrium geometry, from the OMol25 dataset.

Output
- F_max (eV Å⁻¹) = 2.62
- spin multiplicity = 2
- charge = +1
- total energy (eV) = -43078.615

Positions of all 83 atoms, in Å:
C 0.752002 3.871485 2.276474
C 0.261852 4.616135 0.974574
C -1.127558 5.044465 1.335464
O -1.619208 3.983695 2.103964
C -0.604108 3.397335 2.936344
H 1.301482 4.450115 3.019004
H 1.413962 3.049985 2.002534
H 0.213312 3.863735 0.187404
H 0.881452 5.434305 0.607424
H -1.806318 5.253835 0.508694
H -1.272768 5.932325 1.950874
H -0.641138 2.308125 2.955064
H -0.764508 3.803505 3.935044
C -2.948248 1.114655 1.317434
O -2.171548 -0.012305 1.529374
H -3.881018 0.723345 0.911324
H -3.096018 1.428445 2.350784
H -2.567028 1.976315 0.769444
H -1.624048 0.026085 0.741734
C 2.649542 4.011915 5.911534
O 2.590562 2.666705 5.509484
C 3.788272 1.949415 5.583634
C 3.638842 0.575095 4.986884
O 2.630002 -0.046135 5.704034
C 2.550622 -1.402345 5.367834
H 1.639982 4.411335 6.008184
H 3.333512 4.565135 5.267924
H 3.113142 4.052555 6.897194
H 3.930502 1.822035 6.656774
H 4.623622 2.490375 5.139044
H 4.603432 0.086445 5.124284
H 3.451232 0.639585 3.915084
H 3.412282 -1.971915 5.716014
H 2.287152 -1.502865 4.314934
H 1.705862 -1.727465 5.975094
C -0.562448 -4.385745 -1.892316
O -1.875188 -4.076415 -1.517336
C -2.906748 -4.531435 -2.341726
C -4.163868 -3.701905 -2.145086
O -4.610488 -3.631455 -0.763386
C -3.978428 -2.657875 0.035774
H -0.432418 -5.445975 -2.109326
H -0.022248 -4.129065 -0.981056
H -0.315528 -3.816495 -2.788466
H -3.113078 -5.580265 -2.128436
H -2.714228 -4.479675 -3.413336
H -5.035828 -4.208165 -2.559206
H -4.151728 -2.718325 -2.614666
H -4.650028 -2.556835 0.888324
H -4.028928 -1.698815 -0.479756
H -2.948918 -2.814935 0.357554
C -0.189478 1.327315 -6.121266
O 0.351392 0.111265 -6.576776
C 0.378232 -0.855105 -5.512476
C 1.028182 -2.115935 -6.089916
O 1.097132 -3.195235 -5.165866
C 2.315032 -3.509475 -4.543726
H -1.272628 1.207045 -6.100806
H 0.169892 2.064675 -6.839086
H 0.284722 1.724265 -5.223676
H -0.627608 -1.071705 -5.152666
H 0.870022 -0.525955 -4.597106
H 2.007652 -1.908925 -6.521056
H 0.339992 -2.349525 -6.902266
H 2.332932 -4.582565 -4.353346
H 2.367862 -2.831305 -3.692016
H 3.185332 -3.289285 -5.161946
C 0.921602 -0.091465 2.110734
O 0.336142 0.328315 0.912234
C 1.033382 -0.164455 -0.190526
C 0.237422 0.158335 -1.491866
O -0.924088 -0.659285 -1.568216
C -1.909748 -0.102695 -2.366456
H 0.808242 -1.169455 2.225574
H 0.291892 0.340955 2.888284
H 1.955092 0.236785 2.221484
H 1.278822 -1.226415 -0.201006
H 2.007842 0.319465 -0.256506
H 0.847882 0.036855 -2.386676
H -0.009968 1.215365 -1.589736
H -2.663858 -0.868075 -2.549776
H -1.531938 0.265325 -3.320356
H -2.456378 0.728845 -1.921676

Atoms 1-2, force components in eV/Å:
C -0.63 0.17 0.06
C 0.87 -0.16 0.83

These are the Mulliken partial charges, in e, on atoms 1 to 5: number 1, C, carries -0.28; number 2, C, carries -0.40; number 3, C, carries -0.43; number 4, O, carries -0.24; number 5, C, carries 0.14